No. 1
{
  "formula": "C11H10N2O",
  "method": "ωB97M-V/def2-TZVPD",
  "e_homo_ev": -8.59,
  "smiles": "C[C@@H]1N=N[C@@]23c4ccccc4O[C@@H]2[C@@H]13",
  "multiplicity": 1,
  "gap_ev": 9.372,
  "total_energy_ha": -609.75806,
  "charge": 0,
  "species": ["C", "C", "N", "N", "C", "C", "C", "C", "C", "C", "C", "O", "C", "C", "H", "H", "H", "H", "H", "H", "H", "H", "H", "H"],
  "positions_angstrom": [[2.96423, -0.31534, -0.91894], [2.41430, 0.10065, 0.37873], [2.30357, -1.06745, 1.26612], [1.15555, -1.26162, 1.66602], [0.23276, -0.32416, 1.19279], [-1.48539, -0.47965, 0.70823], [-2.23394, -1.43274, 0.16659], [-3.46784, -1.00414, -0.29448], [-3.77004, 0.32007, -0.27752], [-2.93722, 1.28548, 0.14793], [-1.78322, 0.86594, 0.81950], [-0.88083, 1.72288, 1.30031], [0.29883, 1.08116, 1.59818], [1.05169, 0.67252, 0.33216], [2.24632, -0.81012, -1.48411], [3.86419, -0.82309, -0.65716], [3.43616, 0.55537, -1.52035], [3.16677, 0.69148, 0.90498], [-1.75379, -2.41628, -0.09539], [-4.07052, -1.89586, -0.79755], [-4.75696, 0.62874, -0.58957], [-3.29278, 2.23914, 0.29937], [0.81193, 1.56357, 2.42700], [0.73812, 1.00472, -0.59218]],
  "forces_ev_per_a": [[2.6, 2.7, -0.8], [-0.1, 0.9, 1.5], [0.2, -0.8, 0.4], [0.2, -1.4, 0.9], [-3.7, 0.0, -2.3], [6.7, 2.3, 2.9], [0.4, -2.0, -1.3], [-0.7, -4.2, -1.6], [-2.6, -0.5, -1.0], [1.8, -0.6, 2.5], [-1.7, -0.4, -2.1], [-0.7, 1.0, 0.5], [1.8, 0.6, -0.6], [-0.3, -0.5, 2.0], [-0.9, -1.3, -1.2], [0.4, -1.4, -0.3], [-1.3, -1.0, 0.9], [-0.1, 0.4, 0.0], [-1.0, 0.9, 0.7], [0.7, 2.6, 1.1], [-0.1, 0.0, -0.3], [-0.5, 2.2, -0.2], [0.0, -0.6, 0.1], [-1.1, 0.8, -1.7]]
}


No. 2
{
  "formula": "C39H89N3O7",
  "method": "ωB97M-V/def2-TZVPD",
  "e_homo_ev": -8.09,
  "smiles": "CC1(C)CCCC(C)(C)N1O.CC1(C)CCCC(C)(C)N1O.CC1(C)CCCC(C)(C)N1O.CC(C)O.CC(C)O.CC(C)O.CC(C)O",
  "multiplicity": 1,
  "gap_ev": 8.441,
  "total_energy_ha": -2230.09991,
  "charge": 0,
  "species": ["C", "C", "C", "C", "C", "C", "C", "C", "C", "N", "O", "H", "H", "H", "H", "H", "H", "H", "H", "H", "H", "H", "H", "H", "H", "H", "H", "H", "H", "H", "C", "C", "C", "C", "C", "C", "C", "C", "C", "N", "O", "H", "H", "H", "H", "H", "H", "H", "H", "H", "H", "H", "H", "H", "H", "H", "H", "H", "H", "H", "C", "C", "C", "C", "C", "C", "C", "C", "C", "N", "O", "H", "H", "H", "H", "H", "H", "H", "H", "H", "H", "H", "H", "H", "H", "H", "H", "H", "H", "H", "C", "C", "C", "O", "H", "H", "H", "H", "H", "H", "H", "H", "C", "C", "C", "O", "H", "H", "H", "H", "H", "H", "H", "H", "C", "C", "C", "O", "H", "H", "H", "H", "H", "H", "H", "H", "C", "C", "C", "O", "H", "H", "H", "H", "H", "H", "H", "H"],
  "positions_angstrom": [[4.29046, -7.30385, 0.07693], [4.21631, -7.16767, 1.59089], [3.49866, -8.39085, 2.19996], [5.61379, -7.15834, 2.20242], [6.31026, -5.80103, 2.09302], [5.42095, -4.74588, 2.72263], [4.04153, -4.63634, 2.07397], [3.14153, -3.81238, 3.00709], [4.14322, -3.96510, 0.67357], [3.47876, -5.98880, 2.01764], [2.15852, -6.03594, 1.51626], [4.57865, -6.33720, -0.35259], [5.02255, -8.03426, -0.26722], [3.33171, -7.49473, -0.40771], [2.50927, -8.50353, 1.76735], [4.11345, -9.28396, 2.09204], [3.40667, -8.17194, 3.26538], [5.61690, -7.44079, 3.25776], [6.17104, -7.94192, 1.68173], [7.20916, -5.83809, 2.71753], [6.63519, -5.61083, 1.07139], [5.92107, -3.78412, 2.52311], [5.34521, -4.76658, 3.81069], [2.25896, -3.42552, 2.47599], [3.69426, -2.97156, 3.41526], [2.64690, -4.49091, 3.70707], [3.90213, -2.90549, 0.79898], [3.34214, -4.40218, 0.07987], [5.14984, -4.03557, 0.27205], [1.60424, -5.64332, 2.19794], [0.94336, -1.17233, 0.44827], [0.16102, 0.15278, 0.36165], [-1.22928, -0.13560, 0.92576], [0.84849, 1.08292, 1.36270], [2.14557, 1.62130, 0.80254], [1.90549, 2.37934, -0.49977], [1.12690, 1.57644, -1.54861], [0.46699, 2.62371, -2.45801], [2.05489, 0.66898, -2.35736], [0.06202, 0.85375, -0.88136], [-0.80230, 0.20524, -1.78886], [0.88940, -1.79774, 1.33954], [0.55686, -1.78887, -0.37647], [2.01788, -1.06210, 0.27952], [-1.25172, -0.49422, 1.95660], [-1.85209, 0.76591, 0.98880], [-1.76779, -0.84847, 0.29780], [0.21329, 1.87581, 1.77817], [1.10655, 0.59495, 2.31552], [2.62261, 2.29666, 1.52307], [2.93263, 0.88193, 0.63377], [2.89727, 2.60939, -0.90717], [1.46317, 3.35831, -0.29952], [0.00559, 2.30934, -3.39694], [1.10538, 3.47348, -2.70901], [-0.36296, 3.02289, -1.85788], [2.60357, 0.01104, -1.66783], [2.84011, 1.15258, -2.93604], [1.45329, -0.00377, -2.96982], [-1.60877, 0.73216, -1.72302], [-3.46061, 3.38990, -3.16880], [-4.35314, 3.07736, -1.94290], [-3.59507, 2.18798, -0.96001], [-4.73185, 4.35148, -1.17087], [-5.78311, 5.17254, -1.86365], [-7.01735, 4.33916, -2.20992], [-6.68514, 3.05873, -2.98546], [-7.96398, 2.21011, -2.96067], [-6.39821, 3.40116, -4.46277], [-5.60895, 2.42015, -2.27097], [-5.41984, 1.07094, -2.67170], [-3.38100, 4.47449, -3.30518], [-2.44194, 3.01872, -3.05299], [-3.85568, 3.01400, -4.10753], [-4.34095, 1.61545, -0.39148], [-2.89192, 1.48405, -1.38370], [-3.14350, 2.73414, -0.12536], [-5.02431, 4.01906, -0.17103], [-3.82486, 4.94808, -1.02705], [-6.09191, 6.03825, -1.27398], [-5.39063, 5.58339, -2.80186], [-7.72053, 4.98798, -2.73920], [-7.53165, 4.05304, -1.28464], [-7.87411, 1.37168, -3.66020], [-8.82298, 2.79708, -3.27162], [-8.08393, 1.73265, -1.98581], [-5.66776, 4.19968, -4.59253], [-7.30015, 3.77132, -4.95742], [-6.06944, 2.49686, -4.97786], [-5.78669, 0.56532, -1.94092], [8.00788, 0.54324, 2.15617], [7.17990, 0.06687, 0.92863], [5.79987, -0.29582, 1.41173], [7.17780, 1.12417, -0.01868], [8.89567, 1.07698, 1.82500], [8.25229, -0.28481, 2.82300], [7.39132, 1.21600, 2.76852], [7.84782, -0.72976, 0.59877], [5.86095, -0.87621, 2.33868], [5.23048, -0.85462, 0.66800], [5.22417, 0.57547, 1.73402], [7.15872, 1.95943, 0.45720], [-1.01817, 6.08252, -2.30844], [0.22403, 6.71786, -1.68599], [0.85636, 7.69832, -2.66858], [-0.16518, 7.51716, -0.59467], [-1.79700, 6.77336, -2.62907], [-1.49453, 5.53473, -1.47474], [-0.78893, 5.30392, -3.03482], [0.88205, 5.86892, -1.46979], [1.07128, 7.19280, -3.61566], [1.81604, 8.04479, -2.28126], [0.18693, 8.52501, -2.88684], [-0.82376, 7.07896, -0.04796], [-1.73858, 2.15271, 4.67279], [-2.48164, 2.57156, 3.40282], [-3.73847, 1.78269, 3.17217], [-2.77171, 3.96373, 3.41068], [-1.93883, 1.07606, 4.79898], [-2.11759, 2.52571, 5.62670], [-0.65411, 2.21321, 4.59619], [-1.74288, 2.35879, 2.61940], [-3.42063, 0.74471, 3.02950], [-4.23243, 2.01179, 2.22533], [-4.45111, 1.86208, 3.99034], [-2.07365, 4.42867, 3.87875], [-2.30108, -6.11384, -0.33475], [-3.51474, -5.25529, -0.09151], [-3.35168, -3.83158, -0.57672], [-4.66651, -5.83169, -0.78645], [-2.49411, -7.16998, -0.12874], [-1.46670, -5.83535, 0.31344], [-1.93984, -6.08421, -1.36818], [-3.82232, -5.28139, 0.95386], [-3.31202, -3.82682, -1.66381], [-2.42156, -3.40295, -0.17655], [-4.08953, -3.13790, -0.17414], [-4.29383, -6.22187, -1.58227]],
  "forces_ev_per_a": [[0.1, 0.9, -0.9], [-0.5, -0.8, 0.2], [0.2, 0.6, 0.2], [0.5, 0.3, -0.3], [0.1, -0.9, 1.1], [0.4, 1.4, -1.0], [0.0, -0.2, -0.5], [-1.1, -0.4, -1.0], [-0.6, 0.3, 1.1], [0.2, -0.1, 1.6], [0.0, 0.3, -0.8], [0.3, -0.1, 0.0], [-0.1, -0.2, 0.2], [-0.1, -0.3, 0.3], [0.0, -0.3, 0.0], [-0.1, -0.1, -0.2], [-0.2, -0.2, 0.0], [-0.4, 0.0, 0.0], [0.1, 0.1, 0.1], [0.2, -0.1, -0.3], [-0.2, 0.4, -0.1], [-0.2, 0.1, 0.1], [0.0, -0.7, 0.0], [0.4, 0.3, -0.3], [-0.1, -0.1, 0.4], [0.7, 0.2, 0.7], [0.2, 0.0, -0.2], [0.3, 0.0, -0.5], [-0.1, -0.3, -0.4], [0.1, -0.2, 0.2], [0.3, -0.8, -1.9], [0.3, -0.4, 3.0], [-1.1, 0.3, -0.3], [0.8, 0.2, 1.1], [0.3, 1.0, -0.1], [0.9, -0.1, 0.3], [0.5, 0.6, -0.8], [-1.0, 0.5, 0.2], [0.2, -1.1, 0.8], [-0.8, 0.4, 0.1], [0.3, -0.2, -0.2], [-0.6, 0.6, 0.3], [0.3, -0.2, 0.1], [-0.1, 0.2, -0.2], [0.6, -0.3, -0.1], [0.2, 0.1, -0.4], [0.0, -0.1, 0.1], [-0.1, 0.3, -0.9], [-0.2, -0.7, -0.4], [-0.2, 0.1, 0.0], [-0.4, -0.4, 0.0], [-0.2, 0.0, -0.2], [-0.4, -0.2, 0.0], [0.3, -0.6, 0.1], [0.3, -0.2, 0.1], [0.1, 0.2, -0.1], [-0.1, 0.1, 0.0], [-0.3, 0.4, -0.2], [0.1, 0.2, -0.3], [0.2, -0.2, -0.2], [0.1, 0.6, -0.1], [0.5, 0.1, -0.4], [-0.9, -0.3, 1.3], [0.6, -0.1, 0.2], [-0.5, 0.1, -0.5], [0.2, 0.4, 0.7], [-0.8, 1.1, -0.8], [0.8, -1.1, -0.2], [0.0, 0.0, -0.1], [-0.6, -0.8, 1.2], [0.3, 0.3, -0.6], [0.0, -0.1, 0.0], [0.0, 0.0, 0.1], [0.0, -0.3, 0.1], [0.1, -0.2, -0.3], [-0.2, 0.1, -0.2], [0.5, 0.4, -0.6], [-0.4, 0.2, 0.0], [0.0, -0.1, 0.0], [0.1, 0.0, 0.1], [0.2, 0.0, 0.1], [0.0, -0.3, -0.3], [0.1, -0.1, 0.0], [0.0, 0.1, -0.1], [-0.1, 0.1, 0.3], [-0.3, 0.4, 0.1], [0.2, -0.2, 0.1], [-0.1, -0.2, 0.1], [0.1, 0.1, -0.1], [0.0, -0.1, 0.0], [-0.9, 0.2, 0.2], [1.5, 1.3, 2.0], [-0.4, -0.7, 0.1], [-0.2, -0.4, -0.6], [0.2, -0.2, 0.1], [0.2, -0.1, -0.2], [0.1, 0.2, -0.1], [-0.9, -0.4, -0.9], [0.1, -0.4, -0.3], [-0.1, 0.1, 0.1], [0.2, 0.3, -0.4], [-0.1, 0.0, 0.0], [-0.4, -0.8, 1.3], [-1.2, 0.5, -1.7], [0.7, -0.8, -0.2], [0.3, 0.1, 0.8], [0.3, 0.3, -0.4], [0.0, -0.1, -0.2], [0.0, 0.3, -0.3], [0.3, 0.3, 0.5], [0.0, 0.0, 0.1], [-0.1, 0.3, 0.0], [0.0, 0.1, 0.2], [0.1, -0.2, -0.1], [-0.6, -1.7, 0.4], [1.0, 0.5, 0.6], [0.1, -0.6, -0.6], [-0.3, 0.2, -0.2], [0.3, 0.1, -0.2], [0.0, 0.7, -0.3], [0.0, 0.5, 0.1], [-0.4, 0.0, -0.4], [-0.2, -0.1, 0.3], [0.0, 0.5, 0.1], [0.0, 0.0, 0.1], [0.1, 0.0, 0.0], [0.6, -0.5, 0.2], [-1.3, -0.2, -0.6], [0.9, 0.5, 0.8], [0.7, 0.1, 0.4], [-0.2, 0.1, 0.1], [0.0, 0.2, -0.1], [-0.1, 0.3, 0.0], [0.2, 0.0, 0.1], [-0.1, 0.2, 0.0], [0.1, -0.2, -0.3], [-0.5, -0.3, -0.4], [-0.2, -0.1, -0.2]]
}


No. 3
{
  "formula": "C7H11NO",
  "method": "ωB97M-V/def2-TZVPD",
  "e_homo_ev": -8.84,
  "multiplicity": 1,
  "gap_ev": 9.610,
  "total_energy_ha": -403.03643,
  "charge": 0,
  "species": ["C", "C", "C", "C", "C", "C", "C", "H", "H", "H", "H", "H", "H", "H", "H", "H", "H", "H", "N", "O"],
  "positions_angstrom": [[1.34884, 0.16385, 1.09413], [0.62762, -1.15760, 1.42197], [0.15800, -0.08183, 0.37912], [0.29748, -0.39139, -1.11083], [-0.92299, 0.14954, -1.53336], [-1.33654, 1.37091, -0.74056], [-1.39724, 0.40373, 0.48278], [3.19645, -1.06002, 0.22497], [3.25486, 0.40485, 1.45830], [1.63388, 0.92503, 1.91583], [-0.01491, -0.91130, 2.44263], [0.61604, -2.25530, 0.94866], [1.24384, -0.12822, -1.58312], [0.24598, -1.51315, -1.30733], [-1.13351, -0.37626, -2.53229], [-0.67038, 2.20988, -0.69079], [-2.53217, 1.52862, -1.02580], [-2.04270, 0.56346, 1.35357], [2.76237, 0.21829, 0.47120], [-1.97311, -0.45736, -0.55781]],
  "forces_ev_per_a": [[4.7, 0.4, 2.4], [-2.6, 0.6, 0.9], [-2.5, -1.6, 1.0], [2.6, -3.3, 2.1], [-5.0, -1.5, -1.4], [-3.3, 2.0, -0.5], [2.1, 0.6, -4.2], [-1.8, 4.9, 1.0], [-0.4, -0.8, -3.2], [-2.2, -1.2, -0.8], [1.6, -1.5, -2.7], [0.8, 2.7, 1.5], [-0.2, 0.8, 0.1], [0.1, 1.1, 0.4], [-0.6, 2.3, 0.7], [0.1, 0.9, -0.2], [3.4, 0.5, 0.6], [0.8, -0.2, -0.1], [1.4, -4.3, 2.0], [1.0, -2.6, 0.4]]
}


Which LUMO belongs to each record? In order, 0.782, 0.349, 0.767 eV.
Which F_max belongs to each record? In order, 7.65, 3.04, 5.44 eV/Å.